1.
A 2-piece molecular cluster, C5H14NO overall at a distorted geometry, computed with the ωB97M-V functional and the def2-TZVPD basis.

```
21
Properties=species:S:1:pos:R:3:forces:R:3
O 1.5068 -2.3467 -0.5154 0.038 -0.242 -0.101
N -0.1823 -2.0727 1.6894 0.686 0.688 0.248
C -0.0375 2.1138 -0.9013 0.986 0.275 -0.318
C -0.7858 1.3328 -1.9723 0.295 -0.174 0.022
C -0.4720 -0.6034 1.6675 -0.188 -0.537 0.544
C -0.1969 1.6302 0.5265 -0.418 0.068 0.767
C -0.1137 0.1361 0.6441 -0.044 0.237 -0.841
H -0.1282 0.6761 -2.5383 0.112 0.021 -0.093
H -1.2303 2.0268 -2.6620 -0.326 0.068 -0.399
H -1.5498 0.6894 -1.5683 -0.564 -0.081 0.211
H -0.2647 3.1723 -0.9995 -0.280 0.056 0.376
H -1.1271 2.0021 0.9595 -0.183 -0.161 -0.017
H 0.5731 2.0385 1.1902 0.087 0.101 -0.232
H 1.5546 -3.1644 -1.0211 -0.092 -0.179 -0.034
H -0.9768 -2.6937 1.5940 -0.371 -0.010 -0.008
H 1.0281 2.0913 -1.1373 0.122 -0.115 -0.038
H -0.9109 -0.2860 2.6070 0.038 0.168 -0.209
H 2.2371 -1.8276 -0.8639 0.146 0.228 0.110
H 0.2850 -2.2595 2.5707 -0.176 -0.296 0.390
H 0.2572 -0.3471 -0.2593 0.144 -0.178 0.314
H 0.5341 -2.3084 0.9897 -0.012 0.063 -0.693
```
Forces are in eV/Å.

Summary:
LUMO energy, eV: -3.255
Frontier orbital gap, eV: 10.866
E_HOMO, eV: -14.121
Net charge: +1
Energy above the lowest of the compared OMol25 structures with the same formula, charge and spin, kJ/mol: 123.5

2.
A 13-piece molecular cluster, H25O13 overall at a distorted geometry, computed with the ωB97M-V functional and the def2-TZVPD basis.

```
38
Properties=species:S:1:pos:R:3:forces:R:3
O 0.7550 -1.9333 1.1570 -0.538 -0.300 0.401
O -1.7311 -2.8102 1.0421 -0.760 -0.720 0.397
O -2.4761 2.3853 -0.6955 -1.170 1.600 -0.161
O 2.6367 -3.5085 0.6758 -0.722 -2.506 1.549
O 1.5059 -0.9330 -3.1312 -0.224 -1.026 0.753
O -1.3814 0.0885 -1.4441 0.691 -0.573 0.069
O -1.6496 -0.0176 3.2000 -0.217 -1.057 -1.290
O -2.2119 -2.5645 -1.5499 -0.881 -0.747 -1.523
O -0.2508 3.6683 -2.0759 -0.104 0.322 1.016
O -1.2979 2.8037 2.2994 -0.256 0.794 -0.062
O 0.8402 1.6204 0.7489 -0.739 0.821 0.014
O 3.3343 -1.1044 0.3400 0.071 0.821 -0.734
O 1.0066 1.3873 -1.7305 -0.734 0.072 0.187
H 2.8784 -0.2573 0.1816 0.158 -0.059 0.275
H -0.7073 0.6057 -1.9455 -0.034 -0.278 0.037
H -0.8377 -2.4727 0.8821 0.165 -0.017 0.225
H -1.0686 -0.4922 3.7767 0.416 -0.198 0.619
H 0.2263 2.8333 -1.7967 0.468 -0.275 -0.793
H 3.1697 -2.9821 1.2653 0.399 0.032 -0.955
H -0.4151 4.0936 -1.2172 -0.127 0.103 -0.568
H 0.7853 -1.1122 -2.5056 -0.923 0.323 -0.842
H -2.1897 -0.0433 -1.9439 0.060 0.337 -0.289
H 0.3669 -1.0707 1.3160 0.677 0.706 -0.291
H -2.6004 1.8103 0.0449 0.376 -0.741 0.475
H 0.7731 2.5945 0.7487 0.656 -0.556 0.003
H -0.5947 2.4594 1.7125 -0.553 -0.307 0.183
H -2.2332 -2.1696 1.5513 0.275 0.257 -0.040
H 2.1313 -0.9430 -2.4065 1.237 0.430 -0.211
H -2.3912 -3.1801 -0.8232 0.796 1.054 0.164
H 2.6943 -3.3788 -0.2535 0.886 0.828 -0.710
H 0.7133 1.4535 -0.2675 1.075 -0.136 0.260
H 1.7913 1.5305 -2.2643 -0.159 -0.047 0.067
H -1.5758 -1.8646 -1.3694 -0.035 -0.194 0.834
H 1.6608 -1.9629 0.7947 -0.898 0.610 0.131
H -1.6025 2.2645 -1.0556 0.289 -0.295 -0.086
H 3.6369 -1.1090 1.2470 0.072 0.607 0.252
H -1.9773 0.7446 3.6409 -0.126 1.103 0.517
H -1.7138 3.5668 1.8510 0.437 -0.787 0.127
```
Forces are in eV/Å.

Summary:
LUMO energy, eV: 2.500
Frontier orbital gap, eV: 8.303
E_HOMO, eV: -5.802
Net charge: -1
Energy above the lowest of the compared OMol25 structures with the same formula, charge and spin, kJ/mol: 279.2

3.
A 12-piece molecular cluster, C48H90O15 overall at a distorted geometry, computed with the ωB97M-V functional and the def2-TZVPD basis.

```
153
Properties=species:S:1:pos:R:3:forces:R:3
O -11.4033 0.4113 20.4193 0.534 -0.709 0.014
O -7.3871 -8.6797 17.6132 -1.407 -1.222 1.041
O -2.3157 -2.1469 13.4117 0.519 1.137 0.740
O -5.6563 0.1596 11.9316 3.050 1.901 -0.067
O -10.3986 -6.0143 18.0531 2.008 -0.078 1.404
O -7.7172 -3.7352 16.4427 0.133 0.550 0.280
O -10.2449 -0.7929 18.8883 -0.704 0.447 0.864
O -3.2453 -2.4482 17.7566 0.096 0.482 0.656
O -6.1997 -0.1107 21.9477 2.134 -0.270 -0.289
O -7.5804 3.0821 16.3591 -1.780 0.860 -3.242
O -6.7170 -7.5440 13.3911 0.359 -0.312 0.106
O -6.7006 -3.2754 14.5027 -0.097 0.190 1.597
O -11.7658 -2.7469 14.9360 -0.137 -0.572 -0.110
O -3.7404 -0.4013 18.4539 -0.944 1.467 -0.696
O -10.9587 -3.7274 21.9236 1.142 -0.429 -0.659
C -11.3475 1.2205 18.2106 -0.605 0.619 0.695
C -10.9511 0.1587 19.1912 1.006 -1.148 -1.316
C -6.3340 -1.0174 12.0424 -1.298 -0.934 -1.731
C -8.7154 -3.6761 21.1055 -0.019 -0.387 1.818
C -10.1278 -4.1661 23.0023 0.468 0.319 0.704
C -6.1739 1.8969 17.7401 0.435 -0.648 0.370
C -11.9063 1.7517 20.4982 0.176 0.372 0.221
C -2.4415 -2.1606 12.0050 0.344 -1.157 0.448
C -12.5306 -6.1024 17.4849 -1.099 1.270 -1.635
C -5.4034 -7.5693 17.4573 2.409 -0.613 0.835
C -1.8414 -1.2830 19.4418 -1.197 -0.494 -0.306
C -8.0425 -2.9615 17.6137 -0.470 -0.471 1.443
C -6.9557 -1.9382 17.7885 -0.139 0.637 0.000
C -8.8541 -8.5302 13.5515 -0.038 -0.185 0.048
C -12.5255 -6.5078 18.9272 -0.149 0.091 0.515
C -7.9432 3.4809 17.6336 1.545 -0.697 0.782
C -2.4236 -0.1497 20.2473 0.868 0.575 1.358
C -6.4105 -6.6305 17.9647 -1.252 2.841 -1.001
C -7.5166 -0.8040 11.0378 0.414 -1.990 0.622
C -10.4407 -0.8426 15.4530 0.020 0.369 0.309
C -10.0769 -3.0223 21.0094 -0.355 0.755 -0.137
C -11.0192 -6.5718 19.2375 -1.404 0.417 -0.701
C -9.8898 -1.5824 14.2560 0.194 -0.263 0.022
C -11.2730 -5.2170 17.2911 -0.851 -1.533 0.461
C -7.5255 -6.5145 13.9853 -0.627 -0.959 0.159
C -6.1746 -8.7339 16.9608 0.470 -0.894 -0.950
C -6.4643 -0.0564 23.3286 0.132 -0.008 0.639
C -7.4059 0.0743 21.3252 -1.991 0.279 -1.493
C -8.0328 1.2066 22.0905 -0.796 0.235 -1.534
C -2.9925 -1.5056 18.4705 0.481 -0.835 -0.687
C -3.6016 -3.9748 13.0418 -0.606 -1.305 0.794
C -8.9546 -7.0614 13.9615 -0.629 0.208 0.140
C -6.9345 -2.9688 15.6639 -0.157 0.234 -2.463
C -11.7255 -1.6129 15.7842 -0.617 1.389 -0.633
C -7.5223 -8.5662 12.7794 -0.822 1.138 0.405
C -6.4273 1.2069 11.4381 -1.849 0.339 0.421
C -3.1366 0.6801 19.2152 0.703 -0.537 0.538
C -10.4306 -2.9519 14.5334 1.122 -1.035 0.055
C -3.4219 -2.8400 14.0312 1.230 1.140 -0.794
C -7.8312 0.5705 11.4052 -0.885 1.962 0.204
C -6.4668 2.2515 16.2877 0.851 0.379 0.844
C -8.6402 -3.8615 22.6536 -0.324 -0.186 -0.654
C -11.4456 2.3993 19.2106 -0.055 -0.075 -1.594
C -7.6854 0.8280 23.4457 -0.700 0.665 3.062
C -7.7391 -7.3229 17.7757 -0.547 -0.228 0.439
C -6.5177 -1.6782 16.3611 0.632 -0.978 0.437
C -7.4613 2.2866 18.4245 -0.592 0.207 1.838
C -2.9270 -3.5988 11.7346 -0.330 1.130 -0.711
H -12.9984 -7.4339 19.2539 -0.130 -0.234 -0.700
H -9.7606 -8.7999 13.0097 0.261 -0.092 -0.549
H -10.6595 0.1841 15.1596 0.063 0.125 0.456
H -7.2290 -0.8449 9.9872 0.386 -0.375 0.024
H -10.9576 -5.1898 16.2481 0.185 -0.310 0.044
H -3.6236 -3.5852 10.8963 -0.026 -0.253 -0.085
H -8.9798 3.7771 17.7942 -0.103 -0.310 -0.626
H -3.8480 1.3645 19.6774 -0.426 -0.400 -0.424
H -3.0385 -4.8078 13.4625 -0.349 -0.300 0.004
H -8.0768 -3.6004 18.4961 -0.073 -0.420 -0.350
H -9.1176 1.2953 22.0314 0.046 0.233 -0.611
H -10.0887 -1.9895 21.3575 0.469 0.228 -0.052
H -7.3611 0.3049 20.2608 0.763 -0.087 -0.020
H -10.4481 -2.9565 19.9867 -0.474 -0.509 0.189
H -4.8349 -7.8163 18.3539 0.494 -0.600 -0.238
H -7.8286 -3.1423 20.7639 -0.342 0.223 -0.319
H -2.4204 1.2663 18.6393 -0.194 -0.128 -0.585
H -12.0564 3.2366 18.8729 0.029 -0.039 0.064
H -8.8563 -9.2410 14.3779 0.359 0.281 0.364
H -8.2949 0.5159 12.3901 0.015 0.516 0.213
H -9.8656 -3.4305 15.3333 0.144 0.110 0.445
H -3.1194 -1.4014 11.6150 -0.175 0.165 0.121
H -6.6848 -1.0985 13.0713 -0.130 -0.796 -0.017
H -8.3205 -2.9440 23.1476 -0.183 0.252 -0.176
H -8.1645 1.4547 18.4637 -0.295 0.012 -0.329
H -3.2084 -0.4060 20.9590 0.246 -0.646 0.155
H -11.8685 -1.8288 16.8429 0.266 -0.337 0.035
H -8.3619 -7.0399 16.9270 0.356 0.502 -0.251
H -12.4532 -6.9222 16.7707 0.108 -0.143 0.121
H -7.0200 -9.5324 12.8266 0.155 0.209 -0.064
H -6.4043 -5.7529 17.3183 -0.092 0.412 0.248
H -3.0762 -3.1054 15.0303 -0.022 -0.356 -0.105
H -7.4480 -5.5618 13.4613 0.275 -0.084 0.017
H -5.6684 -1.8068 11.6930 -0.091 -0.356 0.593
H -6.6598 -1.0723 23.6718 -0.091 -0.146 0.264
H -8.0230 -0.8222 21.3843 -0.262 -0.341 0.191
H -7.6131 1.7578 24.0099 0.845 -0.063 0.409
H -7.7017 -8.2331 11.7572 0.050 -0.416 -0.377
H -1.0119 -0.9109 18.8404 0.289 -0.213 0.104
H -5.4289 -1.6483 16.3197 0.008 0.411 -0.318
H -7.8916 -4.5928 22.9583 -0.338 -0.393 -0.012
H -5.5876 2.7934 15.9391 -0.013 0.168 -0.582
H -10.3988 2.7033 19.2046 -0.072 0.561 0.974
H -9.5781 -6.5203 13.2498 0.087 0.012 -0.240
H -12.2956 0.9872 17.7259 -0.153 -0.203 0.072
H -1.6060 -2.1985 19.9845 0.164 0.154 -0.156
H -6.1978 1.5676 10.4355 0.604 -0.400 -0.317
H -12.9779 1.6795 20.6844 -0.048 0.225 -0.400
H -7.3133 4.3313 17.8943 -0.050 0.399 0.355
H -10.3539 -5.2026 23.2524 0.157 -0.223 -0.373
H -4.6924 -7.2224 16.7075 -0.152 0.375 0.057
H -6.3381 2.0795 12.0851 -0.098 -0.029 0.231
H -6.6550 1.4158 15.6136 -0.138 -0.073 0.077
H -7.3615 -1.0363 18.2468 0.121 -0.099 0.254
H -11.2786 -4.1734 17.6054 -0.478 0.085 0.493
H -6.1393 -2.3434 18.3864 0.033 0.132 0.002
H -6.9752 -0.7830 15.9398 0.038 -0.215 -0.308
H -5.8424 0.8640 17.8457 -0.375 -0.151 0.171
H -9.0277 -2.4994 17.5516 -0.061 -0.074 -0.492
H -8.8022 -1.5557 14.1898 -0.027 0.018 -0.180
H -10.2682 -3.6564 13.7177 -0.895 0.058 -0.373
H -8.5300 0.3722 23.9623 0.044 -0.638 -0.157
H -1.6080 0.3229 20.7946 -0.259 0.518 0.048
H -4.6472 -4.2623 12.9312 0.063 -0.112 -0.004
H -5.6076 0.3355 23.8769 0.196 -0.055 -0.231
H -7.3827 2.6547 19.4475 0.463 -0.443 0.354
H -12.5210 -0.9363 15.4717 -0.575 -0.319 0.165
H -10.5881 1.3209 17.4351 -0.024 0.108 0.162
H -11.4566 2.2439 21.3605 0.084 -0.112 0.173
H -7.2396 -6.4051 15.0315 0.443 0.250 -0.109
H -13.4203 -5.5338 17.2146 -0.273 -0.141 0.000
H -1.4386 -2.0223 11.6011 -0.054 0.323 -0.046
H -8.7565 -4.6758 20.6730 0.074 0.010 -0.342
H -8.5211 1.0752 10.7289 0.014 0.111 -0.009
H -10.8938 -6.0472 20.1847 0.885 0.371 -0.164
H -7.5262 2.1361 21.8309 -0.246 0.121 -0.266
H -9.7914 -0.8750 16.3280 0.283 0.228 -0.197
H -10.3536 -1.2440 13.3294 0.185 0.278 -0.091
H -10.7528 -7.6229 19.3490 0.552 0.156 -0.177
H -5.6758 -9.6847 17.1481 -0.150 -0.146 0.184
H -5.3392 2.4735 18.1388 -0.043 0.343 -0.160
H -4.2240 -2.1196 14.1915 -0.496 -0.249 -0.464
H -9.4737 -6.9413 14.9124 0.159 -0.002 0.172
H -8.3885 -7.1708 18.6379 0.060 -0.461 0.037
H -6.3149 -8.6769 15.8813 -0.070 0.154 -0.395
H -8.3169 -1.5198 11.2253 -0.107 0.026 -0.108
H -10.3605 -3.6064 23.9082 -0.305 0.203 0.073
H -2.0799 -4.2327 11.4726 -0.134 -0.104 0.147
H -13.0986 -5.7499 19.4612 0.515 0.291 0.389
H -6.2570 -6.2810 18.9857 0.053 -0.211 -0.026
```
Forces are in eV/Å.

Summary:
LUMO energy (alpha / beta), eV: 2.266 / 2.223
Frontier orbital gap (alpha / beta), eV: 1.836 / 9.652
E_HOMO (alpha / beta), eV: 0.429 / -7.428
Spin multiplicity: 2
Net charge: -1